Here is C5H7N as an isolated structure from the OMol25 dataset. Energies are from ωB97M-V/def2-TZVPD.

Last column: natural (NBO) charge in e.
Cartesian coordinates (Å):
C -1.31248 -0.11870 1.12850  -0.408
N -0.49254 0.33484 0.02835  -0.378
C -0.62990 1.39779 -0.78384  -0.166
C 0.34878 -0.38185 -0.78964  -0.160
C 1.61980 -0.83386 -0.33168  -0.070
C 2.71097 -1.20831 0.03151  -0.236
H -0.77774 -0.92513 1.63924  0.223
H -2.27662 -0.50647 0.77117  0.195
H -1.48753 0.70513 1.82720  0.207
H -1.61884 1.73859 -1.10633  0.166
H 0.23515 2.01315 -0.99347  0.191
H 0.00349 -0.68863 -1.77034  0.203
H 3.67748 -1.52655 0.34934  0.233

Properties
**HOMO energy (spin up / spin down)**: -7.614 / -7.613 eV
**2S+1**: 1
**E_LUMO (spin up / spin down)**: 0.3 / 0.3 eV
**Gap between HOMO and LUMO (spin up / spin down)**: 7.955 / 7.954 eV
**Energy**: -6783.4713 eV
**Max |F|**: 0.41 eV/Å